[1]
Entry from the Open Molecules 2025 dataset: 3 unconnected molecules or ions with the total composition C2H8O2 (the ωB97M-V functional and the def2-TZVPD basis).

Values from the calculation:
Kohn-Sham gap = 11.2 eV
E_tot = -231.4405 a.u.
LUMO = 0.80 eV
Energy above the lowest of the compared OMol25 structures with the same formula, charge and spin = 13.7 kcal/mol
Structure (SMILES) = C=C.O.O
Multiplicity = 1

Each line ends with the natural charge from an NBO analysis.
CARTESIAN COORDINATES (ANGSTROEM)
C (1.967, 0.165, -0.150)  -0.404
C (0.997, 0.861, -0.701)  -0.408
H (1.860, -0.317, 0.817)  0.198
H (2.903, -0.115, -0.629)  0.191
H (0.140, 1.141, -0.083)  0.222
H (0.861, 1.344, -1.663)  0.202
O (-1.002, -1.575, 0.004)  -0.956
H (-0.163, -1.353, -0.417)  0.493
H (-1.565, -1.916, -0.694)  0.479
O (-1.811, 0.899, 1.050)  -0.980
H (-1.676, -0.020, 0.760)  0.496
H (-2.511, 0.886, 1.706)  0.468

***

[2]
Entry from the Open Molecules 2025 dataset: a molecular structure, C21H56BF4O7V (the ωB97M-V functional and the def2-TZVPD basis).

Values from the calculation:
Kohn-Sham gap (alpha / beta) = 8.1 / 7.8 eV
E_tot = -2728.7317 a.u.
LUMO (alpha / beta) = -3.50 / -3.74 eV
Energy above the lowest of the compared OMol25 structures with the same formula, charge and spin = 55.1 kcal/mol
Net charge = +1
Multiplicity = 4

Each line ends with the Löwdin spin population.
CARTESIAN COORDINATES (ANGSTROEM)
V (0.482, -1.711, 1.672)  2.856
B (0.501, 0.761, 0.538)  0.002
F (0.228, 0.525, 1.917)  0.038
F (0.923, -0.454, -0.008)  0.015
F (-0.608, 1.164, -0.167)  0.000
F (1.537, 1.698, 0.397)  0.000
C (-5.644, 1.880, -2.736)  0.000
C (-4.535, 2.363, -1.846)  0.000
C (-3.206, 1.768, -2.277)  0.000
O (-4.435, 3.798, -1.837)  0.000
H (-5.336, 2.023, -3.778)  0.000
H (-6.581, 2.427, -2.650)  0.000
H (-5.744, 0.809, -2.547)  0.000
H (-4.666, 2.006, -0.822)  0.000
H (-2.315, 2.238, -1.866)  0.000
H (-3.016, 1.598, -3.342)  0.000
H (-3.202, 0.735, -1.902)  0.000
H (-4.249, 4.056, -2.747)  0.000
C (1.096, -0.438, 6.022)  0.000
C (1.217, 0.030, 4.551)  0.002
C (2.575, 0.709, 4.364)  0.000
O (1.146, -1.167, 3.730)  0.015
H (0.883, 0.470, 6.591)  0.000
H (2.036, -0.796, 6.462)  0.000
H (0.428, -1.272, 6.238)  0.000
H (0.394, 0.716, 4.384)  0.000
H (2.488, 1.646, 4.930)  0.000
H (2.674, 1.059, 3.338)  0.000
H (3.385, 0.197, 4.877)  0.000
H (1.758, -1.791, 4.143)  0.002
C (-3.272, -2.090, -1.018)  0.000
C (-2.220, -2.971, -0.349)  0.001
C (-1.883, -4.195, -1.226)  0.001
O (-1.015, -2.200, -0.216)  0.017
H (-3.536, -1.289, -0.316)  0.000
H (-4.211, -2.597, -1.227)  0.000
H (-2.832, -1.579, -1.875)  0.000
H (-2.525, -3.355, 0.622)  0.000
H (-1.278, -4.007, -2.113)  0.000
H (-2.762, -4.709, -1.621)  0.000
H (-1.344, -4.868, -0.554)  0.000
H (-0.950, -1.587, -0.983)  0.000
C (-2.841, 0.325, 2.411)  0.000
C (-2.779, -0.930, 3.299)  0.001
C (-4.135, -1.604, 3.416)  0.000
O (-1.719, -1.795, 2.855)  0.013
H (-2.686, 0.074, 1.362)  0.000
H (-2.040, 0.992, 2.731)  0.000
H (-3.795, 0.821, 2.558)  0.000
H (-2.535, -0.661, 4.334)  0.000
H (-4.415, -2.095, 2.482)  0.000
H (-4.882, -0.965, 3.873)  0.000
H (-4.026, -2.421, 4.147)  0.000
H (-1.833, -2.625, 3.339)  0.001
C (-0.674, -1.284, -4.708)  0.000
C (0.229, -0.463, -3.767)  0.000
C (0.338, 0.956, -4.266)  0.000
O (-0.527, -0.426, -2.531)  0.000
H (-0.446, -2.346, -4.552)  0.000
H (-0.358, -1.132, -5.740)  0.000
H (-1.734, -1.120, -4.550)  0.000
H (1.199, -0.933, -3.594)  0.000
H (1.017, 1.520, -3.612)  0.000
H (-0.650, 1.405, -4.323)  0.000
H (0.865, 1.069, -5.217)  0.000
H (-0.074, 0.170, -1.922)  0.000
C (5.007, -1.907, 1.097)  0.000
C (3.692, -1.524, 0.464)  0.001
C (3.616, -1.829, -1.023)  0.001
O (2.662, -2.254, 1.200)  0.028
H (5.162, -2.990, 1.043)  0.000
H (4.973, -1.647, 2.158)  0.000
H (5.876, -1.410, 0.668)  0.000
H (3.478, -0.463, 0.606)  0.000
H (2.595, -1.592, -1.339)  0.000
H (3.674, -2.876, -1.334)  0.000
H (4.360, -1.225, -1.537)  0.000
H (2.923, -3.186, 1.155)  0.004
C (4.312, 4.496, -2.458)  0.000
C (4.034, 3.273, -1.593)  0.000
C (4.156, 3.640, -0.100)  0.000
O (2.686, 2.872, -1.842)  0.000
H (3.813, 5.390, -2.088)  0.000
H (4.067, 4.350, -3.507)  0.000
H (5.392, 4.649, -2.350)  0.000
H (4.730, 2.473, -1.864)  0.000
H (4.188, 2.761, 0.555)  0.000
H (3.319, 4.240, 0.253)  0.000
H (5.120, 4.115, 0.100)  0.000
H (2.282, 2.511, -1.040)  0.000

***

[3]
Entry from the Open Molecules 2025 dataset: a gas-phase ion, C5H7N2 (charge +1) (the ωB97M-V functional and the def2-TZVPD basis).

Values from the calculation:
Kohn-Sham gap = 9.2 eV
E_tot = -303.7824 a.u.
LUMO = -5.37 eV
Energy above the lowest of the compared OMol25 structures with the same formula, charge and spin = 148.4 kcal/mol
Structure (SMILES) = CN=[N+]=c1cc1C
Net charge = +1
Multiplicity = 1

Each line ends with the Löwdin charge.
CARTESIAN COORDINATES (ANGSTROEM)
C (-2.951, -0.305, 0.162)  -0.065
N (-1.636, 0.062, -0.071)  -0.038
N (-0.892, 0.440, 0.843)  0.129
C (0.337, 0.453, 0.193)  -0.054
C (0.624, 0.423, -1.149)  0.206
C (1.635, 0.205, -0.263)  -0.072
C (2.882, -0.160, 0.345)  -0.002
H (-3.024, -1.320, -0.114)  0.093
H (-3.349, -0.113, 1.169)  0.100
H (-3.577, 0.462, -0.369)  0.132
H (0.233, 0.607, -2.212)  0.183
H (3.487, -0.887, -0.357)  0.156
H (2.649, -0.534, 1.368)  0.122
H (3.583, 0.668, 0.455)  0.112

***

[4]
Entry from the Open Molecules 2025 dataset: C7H15NO in the gas phase (the ωB97M-V functional and the def2-TZVPD basis).

Values from the calculation:
Kohn-Sham gap = 8.3 eV
E_tot = -405.6758 a.u.
LUMO = 0.85 eV
Energy above the lowest of the compared OMol25 structures with the same formula, charge and spin = 38.6 kcal/mol
Structure (SMILES) = C/C(N)=C(\C)C(C)(C)O
Multiplicity = 1

Each line ends with the natural charge from an NBO analysis.
CARTESIAN COORDINATES (ANGSTROEM)
C (-2.520, 0.959, 0.449)  -0.659
C (-1.361, 0.252, -0.232)  0.223
N (-1.715, -0.369, -1.401)  -0.824
C (-0.075, 0.398, 0.238)  -0.149
C (0.167, 1.343, 1.405)  -0.632
C (1.048, -0.570, -0.046)  0.255
C (1.018, -1.410, -1.326)  -0.637
C (2.457, 0.012, 0.108)  -0.632
O (0.841, -1.610, 1.113)  -0.784
H (-2.422, 0.917, 1.537)  0.227
H (-2.591, 2.001, 0.123)  0.223
H (-3.470, 0.471, 0.201)  0.209
H (-1.007, -0.374, -2.125)  0.389
H (-2.660, -0.185, -1.727)  0.381
H (0.042, 0.826, 2.361)  0.217
H (-0.513, 2.200, 1.391)  0.208
H (1.166, 1.783, 1.382)  0.215
H (1.877, -2.089, -1.363)  0.223
H (1.040, -0.787, -2.226)  0.199
H (0.152, -2.079, -1.335)  0.221
H (3.216, -0.729, -0.165)  0.216
H (2.673, 0.280, 1.147)  0.227
H (2.609, 0.892, -0.526)  0.218
H (0.026, -2.132, 1.017)  0.466

***

[5]
Entry from the Open Molecules 2025 dataset: a molecular structure, C6H8EuLiO6 (the ωB97M-V functional and the def2-TZVPD basis).

Values from the calculation:
Kohn-Sham gap (alpha / beta) = 6.1 / 6.1 eV
E_tot = -1402.5343 a.u.
LUMO (alpha / beta) = -4.54 / -4.51 eV
Energy above the lowest of the compared OMol25 structures with the same formula, charge and spin = 0.0 kcal/mol
Net charge = +1
Multiplicity = 8

Each line ends with the Löwdin spin population.
CARTESIAN COORDINATES (ANGSTROEM)
O (0.754, 0.373, 1.421)  -0.018
O (0.397, -2.561, 0.684)  -0.023
C (-0.608, 0.462, 1.731)  0.000
C (-1.323, -0.873, 1.876)  0.001
O (-1.570, -1.553, 0.634)  -0.001
C (-0.711, -2.461, 0.087)  -0.002
H (-1.136, 1.059, 0.964)  0.000
H (-0.768, 0.993, 2.690)  0.000
H (-2.318, -0.691, 2.303)  0.000
H (-0.774, -1.531, 2.567)  0.001
O (1.700, 0.350, -1.571)  0.001
C (0.610, -0.187, -2.345)  0.000
C (-0.562, 0.713, -1.946)  0.000
O (0.090, 1.814, -1.289)  0.000
C (1.340, 1.497, -1.017)  0.000
H (0.874, -0.116, -3.405)  0.000
H (0.462, -1.232, -2.055)  0.000
H (-1.232, 0.233, -1.222)  0.000
H (-1.129, 1.100, -2.797)  0.000
O (2.101, 2.216, -0.394)  0.000
Li (1.775, 1.906, 1.487)  0.001
Eu (2.029, -1.510, 1.598)  7.041

***

[6]
Entry from the Open Molecules 2025 dataset: C3H12Si4 in the gas phase (the ωB97M-V functional and the def2-TZVPD basis).

Values from the calculation:
Kohn-Sham gap = 6.7 eV
E_tot = -1279.2803 a.u.
LUMO = -1.20 eV
Energy above the lowest of the compared OMol25 structures with the same formula, charge and spin = 18.9 kcal/mol
Structure (SMILES) = C/C=C/[SiH2][SiH2][SiH]=[SiH2]
Multiplicity = 1

Each line ends with the natural charge from an NBO analysis.
CARTESIAN COORDINATES (ANGSTROEM)
C (4.239, -1.060, -0.247)  -0.663
C (3.062, -0.119, -0.038)  -0.125
C (1.717, -0.328, -0.240)  -0.610
Si (0.251, 0.947, -0.080)  0.638
Si (-1.555, 0.160, 1.074)  0.202
Si (-3.188, -0.468, -0.388)  -0.102
Si (-5.206, 0.333, -0.068)  0.506
H (4.251, -1.711, -1.064)  0.223
H (4.463, -1.607, 0.661)  0.229
H (5.194, -0.556, -0.263)  0.220
H (3.308, 0.806, 0.388)  0.193
H (1.212, -1.234, -0.713)  0.210
H (0.875, 2.341, 0.465)  -0.130
H (-0.216, 1.427, -1.427)  -0.129
H (-1.168, -1.072, 1.785)  -0.123
H (-2.158, 0.797, 2.197)  -0.104
H (-2.791, 0.344, -1.626)  -0.118
H (-5.833, 1.189, -1.051)  -0.173
H (-6.457, -0.188, 0.637)  -0.144